[1]
ORCA calculation (the ωB97M-V functional and the def2-TZVPD basis) on a single C8H7BrO2 molecule.

Last column: Mulliken charge in e.
Positions of all 18 atoms, in Å:
C: -1.5700 0.4000 -0.8922  -0.141
C: -1.3933 1.4466 0.1360  -0.294
C: -0.7950 -0.7098 -0.9352  -0.764
C: -0.2727 1.3905 0.8822  -0.799
C: 0.1655 -1.0833 0.1857  0.898
C: 0.7813 0.3205 0.5449  -0.086
C: 0.8676 -2.3483 0.5953  -0.551
C: 1.9392 0.9152 0.2466  0.363
O: -0.3145 -1.9745 1.2026  -0.457
O: 2.2019 2.1833 0.4806  -0.460
Br: 3.4655 -0.2725 -0.2096  -0.195
H: -2.3510 0.4396 -1.7158  0.293
H: -2.1357 2.2887 0.3955  0.305
H: -0.8358 -1.5215 -1.6229  0.388
H: 0.0862 2.1224 1.6000  0.403
H: 0.7486 -3.1284 -0.1425  0.260
H: 1.7216 -2.2040 1.1176  0.457
H: 2.8337 2.4598 -0.2338  0.380

Forces on the atoms, in the same order (eV/Å):
-0.526 -0.846 -1.237
-0.447 0.852 1.216
0.365 -0.699 1.477
0.775 -1.008 -0.907
1.323 2.613 0.630
-1.957 0.545 0.425
-2.572 0.727 -3.735
-0.012 -3.457 0.569
-0.991 1.038 0.771
1.613 1.087 -1.338
-0.522 0.935 -0.029
1.013 0.441 1.259
1.006 -1.643 -0.924
-0.801 -0.104 -0.987
-0.660 0.058 -0.046
0.428 -0.578 0.212
2.630 -0.037 1.607
-0.664 0.077 1.037

Results
E_HOMO = -8.74 eV
total charge = 0
E = -82542.83725 eV
orbital gap = 8.89 eV
energy relative to the best compared isomer or geometry (same formula, charge and spin) = 2.746 eV
SMILES = O/C(Br)=C1\C=CC=C[C@@]12CO2

[2]
ORCA calculation (the ωB97M-V functional and the def2-TZVPD basis) on a single C4H7ClN2O molecule.

Last column: Mulliken charge in e.
Positions of all 15 atoms, in Å:
C: -1.5287 0.7401 0.6685  -0.532
C: 0.0593 0.3509 0.7294  0.174
C: 0.8258 1.1989 -0.3753  -0.677
C: 2.3903 -0.5140 -0.3317  -0.098
H: -1.8240 1.8175 0.1857  0.296
H: -1.8362 0.6772 1.7414  0.351
H: 0.5607 0.8696 1.6347  0.161
H: 0.8227 2.2731 -0.2084  0.376
H: 0.3904 0.8309 -1.4171  0.276
H: 3.1993 -0.9026 -0.8989  0.438
H: -0.4198 -1.6768 0.7369  0.331
N: 1.4581 -1.4460 -0.0269  -0.713
N: 0.3389 -0.9986 0.6904  0.171
O: 2.2718 0.9381 -0.2243  -0.363
Cl: -2.4780 -0.2904 -0.5159  -0.190

Forces on the atoms, in the same order (eV/Å):
0.739 1.638 -0.563
-0.328 5.022 0.003
0.120 -1.998 -1.016
-3.684 -0.843 0.953
1.455 -2.432 1.719
-0.627 -0.165 -1.240
-1.388 -0.898 -0.531
-0.862 -0.107 -0.089
1.276 1.068 1.788
0.827 0.174 -0.183
0.532 0.348 -0.359
1.989 3.667 0.078
0.878 -1.961 -0.861
-1.491 -3.551 -0.727
0.566 0.037 1.029

Results
E_HOMO = -8.56 eV
total charge = 0
E = -21808.62796 eV
orbital gap = 9.38 eV
energy relative to the best compared isomer or geometry (same formula, charge and spin) = 3.011 eV
SMILES = ClC[C@@H]1COC=NN1